Below is an isolated molecule of C4H8S at a distorted geometry, with properties calculated with ωB97M-V with the def2-TZVPD basis set.

The value obtained for the energy above the lowest of the compared OMol25 structures with the same formula, charge and spin is 114.8 kJ/mol. The calculated total energy is -555.32620 hartree. For the HOMO energy, the calculation gives -0.317 Eh. Its structure (SMILES) is CCCC=S. Its LUMO energy is -0.371 eV. For the HOMO-LUMO gap, the calculation gives 8.264 eV.

Geometry (Å):
C (0.66, 1.27, -0.53)
C (-0.66, 0.53, -0.33)
C (-0.74, -0.64, 0.62)
C (0.37, -1.52, 0.38)
H (1.39, 0.57, -1.12)
H (0.74, 2.28, -1.03)
H (1.05, 1.18, 0.48)
H (-1.36, 1.27, 0.10)
H (-0.98, 0.30, -1.39)
H (-1.76, -1.04, 0.44)
H (-0.70, -0.30, 1.69)
H (-0.04, -2.46, 0.00)
S (2.02, -1.43, 0.69)

=====

Below is an isolated molecule of C4H8S3 at a distorted geometry, with properties calculated with ωB97M-V with the def2-TZVPD basis set.

The value obtained for the energy above the lowest of the compared OMol25 structures with the same formula, charge and spin is 287.5 kJ/mol. The calculated total energy is -1351.65004 hartree. For the HOMO energy (alpha / beta), the calculation gives -0.300 / -0.300 Eh. Its LUMO energy (alpha / beta) is -0.985 / -0.989 eV. For the HOMO-LUMO gap (alpha / beta), the calculation gives 7.174 / 7.163 eV.

Geometry (Å):
C (-0.18, -0.76, -1.62)
C (0.66, -0.32, -0.44)
C (-0.05, 0.73, 0.35)
C (-1.22, 0.68, 1.25)
S (-0.70, 0.92, -2.11)
S (1.25, -1.85, 0.49)
S (1.00, 2.04, 0.90)
H (0.45, -1.32, -2.45)
H (-1.02, -1.49, -1.49)
H (1.73, 0.10, -0.79)
H (-2.03, 0.04, 1.03)
H (-1.75, 1.70, 1.52)
H (-0.63, 0.40, 2.18)
H (0.15, -2.53, 0.54)
H (2.34, 1.66, 0.65)

=====

Below is an isolated molecule of C4H8S3 at a distorted geometry, with properties calculated with ωB97M-V with the def2-TZVPD basis set.

The value obtained for the energy above the lowest of the compared OMol25 structures with the same formula, charge and spin is 192.0 kJ/mol. The calculated total energy is -1351.68639 hartree. For the HOMO energy, the calculation gives -0.316 Eh. Its structure (SMILES) is CS[C@H]1CSCS1. Its LUMO energy is 0.679 eV. For the HOMO-LUMO gap, the calculation gives 9.284 eV.

Geometry (Å):
C (0.94, -2.86, 0.20)
C (0.51, -0.21, -0.07)
C (0.52, 1.01, -0.88)
C (-1.04, 1.40, 1.18)
H (-0.07, -3.35, 0.64)
H (1.33, -3.95, -0.13)
H (1.61, -2.45, 0.95)
H (1.28, -0.54, 0.85)
H (-0.23, 0.73, -1.63)
H (1.52, 1.15, -1.46)
H (-2.10, 1.82, 0.96)
H (-0.60, 1.52, 2.17)
S (0.59, -1.68, -1.20)
S (-0.05, 2.52, -0.01)
S (-1.06, -0.28, 0.91)

=====

Below is an isolated molecule of C4H8S3 at a distorted geometry, with properties calculated with ωB97M-V with the def2-TZVPD basis set.

The value obtained for the energy above the lowest of the compared OMol25 structures with the same formula, charge and spin is 22.0 kJ/mol. The calculated total energy is -1351.75117 hartree. For the HOMO energy, the calculation gives -0.314 Eh. Its structure (SMILES) is CSCSC(C)=S. Its LUMO energy is -0.016 eV. For the HOMO-LUMO gap, the calculation gives 8.518 eV.

Geometry (Å):
C (-2.92, 0.11, 0.84)
C (-0.76, 0.85, -0.66)
C (1.83, 0.00, -0.31)
C (2.85, -1.11, -0.18)
H (-2.15, -0.52, 1.30)
H (-3.91, -0.39, 0.84)
H (-2.98, 1.09, 1.39)
H (-0.47, 1.42, -1.54)
H (-0.67, 1.39, 0.26)
H (2.87, -1.77, -1.03)
H (3.88, -0.73, 0.00)
H (2.50, -1.64, 0.70)
S (-2.50, 0.36, -0.89)
S (0.22, -0.64, -0.54)
S (2.22, 1.59, -0.17)